1.
Below is 9 unconnected molecules or ions with the total composition C63H138N6O9, with properties calculated with ωB97M-V/def2-TZVPD.

Positions of all 216 atoms, in Å:
C -3.4413 3.8720 2.3731
C -2.1686 3.5548 3.2044
C -0.9921 4.1474 2.5059
C -2.2513 4.0987 4.6218
C -3.3796 3.3192 5.3994
C -2.9238 1.8565 5.5234
C -2.7146 1.2360 4.1358
C -1.9249 -0.0775 4.3328
C -4.0190 0.9588 3.4718
N -1.8053 2.1046 3.3597
O -1.7371 1.6456 2.0026
H -4.3971 3.5174 2.7748
H -3.4597 4.9616 2.2162
H -3.2526 3.4292 1.3766
H -1.0911 3.9989 1.4122
H -0.9877 5.2582 2.6333
H -0.0172 3.7629 2.8123
H -1.2796 3.9310 5.1503
H -2.3893 5.1862 4.5600
H -3.5983 3.6801 6.3872
H -4.3367 3.4496 4.8869
H -3.6506 1.2368 6.0547
H -2.0599 1.9301 6.1533
H -2.5702 -0.8722 4.6779
H -1.0389 -0.0346 4.9099
H -1.5941 -0.3678 3.3413
H -4.5825 0.3216 4.1453
H -3.9288 0.4614 2.5229
H -4.6499 1.8522 3.3033
H -0.9820 1.0250 1.9771
C -1.8448 4.0034 -3.2166
C -3.2248 3.5899 -2.7604
C -3.5810 2.3043 -3.5430
C -3.4581 3.3821 -1.2377
C -4.9461 3.3534 -0.9595
C -5.7209 4.5822 -1.4474
C -5.4818 4.8403 -2.9122
C -6.3960 3.8798 -3.7180
C -5.7854 6.3248 -3.2616
N -4.0252 4.7567 -3.1819
O -3.9343 4.8186 -4.6064
H -1.9455 4.0899 -4.3029
H -1.6306 5.0350 -2.8609
H -1.0550 3.3113 -2.9080
H -3.5360 2.4967 -4.5898
H -2.8481 1.5330 -3.3179
H -4.5679 1.9129 -3.3420
H -3.0411 2.4617 -0.8392
H -2.9219 4.2233 -0.7626
H -5.3207 2.3858 -1.3423
H -5.0463 3.2772 0.1268
H -5.4131 5.4185 -0.8161
H -6.7799 4.3676 -1.2566
H -6.2640 4.0616 -4.7829
H -7.4434 4.1701 -3.5631
H -6.3365 2.8096 -3.5324
H -5.8639 6.5023 -4.3469
H -4.8912 6.8662 -2.9250
H -6.6887 6.6857 -2.7523
H -3.4382 5.6390 -4.7428
C -4.2951 -0.2958 -0.4853
C -4.7780 -1.7035 -0.0494
C -4.7726 -1.7580 1.4436
C -6.1436 -2.0356 -0.5784
C -6.1527 -2.3629 -2.0001
C -5.2323 -3.5373 -2.2591
C -3.8220 -3.1932 -1.8536
C -2.8854 -4.3644 -1.8652
C -3.1604 -2.1638 -2.8341
N -3.9192 -2.8379 -0.4221
O -2.6370 -2.4211 0.0109
H -4.9911 0.4641 -0.1003
H -3.3426 -0.0231 -0.0244
H -4.1434 -0.1760 -1.5743
H -4.9370 -2.7612 1.8182
H -3.7807 -1.5140 1.7556
H -5.4213 -1.0890 1.9697
H -6.6202 -2.8975 -0.1035
H -6.8355 -1.1997 -0.3584
H -7.2065 -2.6448 -2.1997
H -5.9740 -1.5233 -2.7206
H -5.2956 -3.8212 -3.3034
H -5.6774 -4.3743 -1.7040
H -2.9973 -4.9466 -2.7788
H -2.9208 -4.9748 -0.9728
H -1.8501 -3.9760 -1.9025
H -2.2386 -1.7308 -2.3814
H -3.7185 -1.2585 -3.1144
H -2.9940 -2.6585 -3.8011
H -2.3275 -3.0254 0.6963
C 4.2617 0.9200 0.2415
C 4.4513 1.0426 1.7516
C 5.6072 0.1447 2.1385
C 4.7664 2.4250 2.1770
C 4.7643 2.4796 3.6944
C 3.3698 2.1755 4.1957
C 2.8161 0.8213 3.7554
C 3.3934 -0.2571 4.6411
C 1.2865 0.8034 3.8366
N 3.1247 0.7402 2.3036
O 2.9170 -0.6486 1.9562
H 5.1808 1.2300 -0.2917
H 3.9982 -0.0982 -0.0884
H 3.4983 1.6106 -0.1537
H 6.4651 0.4612 1.5338
H 5.8312 0.1683 3.2113
H 5.3600 -0.8903 1.8381
H 5.7686 2.6579 1.7946
H 4.0663 3.1865 1.7671
H 5.5720 1.8274 4.1111
H 4.9881 3.5124 4.0512
H 2.6944 2.9797 3.8747
H 3.3417 2.2352 5.2898
H 3.1217 0.0122 5.6667
H 4.5114 -0.3554 4.5780
H 2.9277 -1.2154 4.4189
H 0.9136 -0.1935 3.6543
H 0.8599 1.4006 3.0611
H 0.8548 1.1425 4.8008
H 1.9626 -0.6506 1.7478
C 7.1683 -2.3252 -4.8006
C 6.1583 -2.2922 -3.7116
C 6.1458 -0.7985 -3.1574
C 4.7056 -2.6520 -4.1676
C 3.8093 -2.9516 -2.9955
C 4.4194 -4.0763 -2.1795
C 5.8029 -3.7868 -1.6395
C 5.8466 -2.7233 -0.4996
C 6.3826 -5.1071 -1.1720
N 6.5750 -3.3459 -2.7720
O 7.8759 -2.8889 -2.3176
H 8.0594 -1.7602 -4.5546
H 7.3579 -3.3764 -5.0076
H 6.7389 -1.9445 -5.7545
H 5.4067 -0.6363 -2.3897
H 7.1685 -0.4923 -2.9112
H 5.7708 -0.1584 -3.9612
H 4.3647 -1.7890 -4.7198
H 4.7413 -3.5553 -4.7881
H 3.6378 -2.0299 -2.4129
H 2.8486 -3.2143 -3.4341
H 4.4083 -4.9651 -2.8160
H 3.7576 -4.3244 -1.3398
H 4.8979 -2.6475 0.0252
H 6.0536 -1.6929 -0.7482
H 6.5452 -3.0735 0.2669
H 5.7715 -5.8221 -0.5993
H 7.2695 -4.9913 -0.5431
H 6.6674 -5.6670 -2.0218
H 7.6197 -2.1890 -1.7056
C 0.4186 -4.9244 -0.1740
C 0.6683 -4.9672 1.3202
C 0.9751 -6.4462 1.6701
C 1.8366 -4.0403 1.7255
C 1.8792 -3.7469 3.2046
C 0.5432 -3.1723 3.7074
C -0.6382 -4.0961 3.3733
C -0.5791 -5.2939 4.2533
C -1.9724 -3.4116 3.5969
N -0.5784 -4.3243 1.9077
O -1.6925 -5.1016 1.5481
H 0.1398 -3.9291 -0.3882
H 1.3233 -5.1935 -0.7383
H -0.3669 -5.5945 -0.4859
H 1.8095 -6.7809 1.0801
H 1.3527 -6.6356 2.6742
H 0.1072 -7.0605 1.4382
H 2.7938 -4.4018 1.3454
H 1.6825 -3.0499 1.2145
H 2.1761 -4.7054 3.6439
H 2.6724 -3.0355 3.4236
H 0.3571 -2.1720 3.2525
H 0.6530 -3.0243 4.7657
H 0.3937 -5.6969 4.4524
H -1.2482 -6.0577 3.9116
H -0.9790 -5.0026 5.2424
H -2.7574 -4.1607 3.4842
H -2.1273 -2.6792 2.8213
H -2.0566 -2.9438 4.5763
H -1.5543 -5.9811 1.9316
C 1.5289 3.3093 0.4300
C 1.3844 3.8505 -1.0298
C 2.3545 5.0256 -1.3480
O 1.7190 2.7353 -1.8592
H 0.7824 2.5366 0.5789
H 1.4531 4.1283 1.1429
H 2.5084 2.8287 0.4568
H 0.3479 4.1294 -1.1769
H 2.0704 5.9007 -0.7906
H 2.1600 5.1967 -2.4206
H 3.3760 4.7106 -1.1873
H 1.8758 3.0857 -2.7685
C 3.0828 1.4242 -4.6581
C 1.9903 2.2042 -5.2539
C 0.6273 1.5504 -5.1582
O 1.8261 3.5370 -4.6501
H 3.3282 0.4933 -5.1034
H 2.8083 1.3132 -3.6217
H 3.9637 2.0983 -4.6692
H 2.3206 2.3782 -6.2861
H -0.0730 2.0560 -5.8315
H 0.1775 1.4619 -4.1623
H 0.6605 0.5126 -5.4913
H 2.6726 3.9707 -4.8212
C 1.3910 -0.8670 -1.0561
C 0.6755 0.1581 -0.2944
C -0.4745 0.8067 -0.9730
O 0.1898 -0.4319 1.0203
H 2.1747 -1.3272 -0.4657
H 1.8458 -0.3771 -1.9321
H 0.7506 -1.6387 -1.4520
H 1.4173 0.8844 0.0419
H -1.3669 0.1961 -0.8667
H -0.3038 0.9909 -2.0414
H -0.8537 1.7190 -0.5464
H -0.5485 -1.0340 0.9051

The HOMO-LUMO gap is 8.87 eV. The structure (SMILES) is CC1(C)CCCC(C)(C)N1O.CC1(C)CCCC(C)(C)N1O.CC1(C)CCCC(C)(C)N1O.CC1(C)CCCC(C)(C)N1O.CC1(C)CCCC(C)(C)N1O.CC1(C)CCCC(C)(C)N1O.CC(C)O.CC(C)O.CC(C)O. For the LUMO energy, the calculation gives 0.0180 hartree. As for the HOMO energy: -8.379 eV. Its relative energy (zero: lowest compared OMol25 entry of this formula, charge and spin) is 0.0 kcal per mole. The value obtained for the maximum force is 2.9 eV Å⁻¹.

***

2.
Below is 13 unconnected molecules or ions with the total composition C63H160N8O21, with properties calculated with ωB97M-V/def2-TZVPD.

Positions of all 252 atoms, in Å:
C 3.2239 -32.1863 -10.0156
C 1.7850 -32.1770 -10.5355
C 1.3308 -33.6077 -10.9980
O 0.9329 -31.6540 -9.5053
H 3.3715 -32.6709 -9.0417
H 3.4918 -31.1509 -9.8406
H 3.9632 -32.5102 -10.7999
H 1.6730 -31.3972 -11.3880
H 1.6910 -33.7871 -11.9984
H 0.2067 -33.7090 -11.1010
H 1.7175 -34.3391 -10.3226
H 0.0401 -31.4832 -9.8911
C 0.4304 -34.9222 -7.1468
C 1.5972 -35.8369 -6.7870
C 2.8057 -34.9845 -6.5540
O 1.2588 -36.5002 -5.5043
H 0.3596 -34.2320 -6.2926
H -0.5309 -35.5409 -7.1971
H 0.6515 -34.3121 -8.0605
H 1.7587 -36.6873 -7.4378
H 3.0511 -34.4230 -7.4586
H 3.6322 -35.6157 -6.3141
H 2.6589 -34.2342 -5.7919
H 1.0890 -35.7419 -4.8530
C 5.9499 -36.4079 -11.2028
C 4.4505 -36.3726 -11.5809
C 4.1428 -35.4992 -12.7871
O 3.9688 -37.7021 -11.8805
H 6.4312 -35.4357 -11.1680
H 6.3778 -36.9638 -12.0922
H 6.1800 -36.9636 -10.3176
H 3.8276 -35.9237 -10.6890
H 4.5736 -35.8020 -13.7199
H 4.2693 -34.3807 -12.6681
H 3.0124 -35.4140 -12.8303
H 4.1459 -38.1862 -11.0296
C 2.2606 -30.9701 -5.6962
C 0.8571 -30.6602 -6.1796
C 0.9135 -29.3642 -6.9584
O 0.2819 -31.7596 -6.9632
H 3.0358 -31.0092 -6.4684
H 2.3635 -31.9044 -5.1508
H 2.5810 -30.2241 -4.9965
H 0.1761 -30.5641 -5.3338
H -0.0654 -28.9785 -7.2833
H 1.6154 -29.4004 -7.8189
H 1.3192 -28.6746 -6.2285
H 0.7266 -31.7552 -7.8138
C 0.8958 -37.8127 -9.9016
C 0.5399 -39.0901 -10.6329
C -0.8615 -39.6771 -10.6319
O 0.8120 -38.9426 -12.0810
H 1.4524 -37.1449 -10.5519
H 1.5725 -37.9830 -9.0430
H 0.0466 -37.3083 -9.4250
H 1.2944 -39.8182 -10.3158
H -1.6451 -39.0269 -10.9831
H -1.1204 -40.1132 -9.6486
H -0.7427 -40.4287 -11.4644
H 1.6286 -38.4047 -12.2069
C -2.0869 -37.1479 -1.3809
O -0.9254 -37.0113 -2.1973
C -0.5537 -38.2413 -2.8973
C 0.8606 -38.6403 -2.4627
N 0.7459 -38.8715 -0.9816
C 1.9269 -39.5365 -0.3875
C 3.1618 -38.6886 -0.3708
O 2.9709 -37.5638 0.4807
C 4.0864 -36.6720 0.4277
H -1.9312 -36.5582 -0.4380
H -2.1522 -38.2138 -1.1693
H -3.0094 -36.7323 -1.8624
H -0.6288 -37.9885 -3.9691
H -1.2362 -38.9326 -2.4892
H 1.5683 -37.8529 -2.7984
H 1.0301 -39.6144 -2.9904
H 0.5075 -38.0178 -0.5280
H 2.1285 -40.5242 -0.7850
H 1.6821 -39.8376 0.6997
H 3.4351 -38.3253 -1.3976
H 4.0197 -39.2766 -0.0123
H 4.9521 -37.0935 0.9002
H 3.7573 -35.8141 1.1034
H 4.2826 -36.3252 -0.5882
C -0.6021 -34.1469 -3.6478
O 0.8229 -34.3319 -3.5507
C 1.2868 -34.6865 -2.2370
C 2.8227 -34.6312 -2.2964
N 3.4775 -35.6003 -3.2808
C 4.7059 -34.9923 -3.7095
C 5.8423 -35.9627 -4.0636
O 7.0746 -35.3463 -3.8112
C 8.1686 -36.2494 -3.7263
H -1.0260 -33.4404 -2.9572
H -1.1689 -35.0972 -3.5998
H -0.8218 -33.6396 -4.6473
H 0.9425 -35.7095 -2.0287
H 0.9533 -34.0551 -1.4440
H 3.3098 -34.7456 -1.3574
H 3.0294 -33.5986 -2.5655
H 2.8674 -35.8237 -4.0760
H 5.0276 -34.4617 -2.7976
H 4.5818 -34.2979 -4.5184
H 5.7544 -36.3490 -5.1126
H 5.7998 -36.8812 -3.4293
H 8.4956 -36.6290 -4.7225
H 7.7247 -37.1483 -3.1792
H 8.9998 -35.7496 -3.2686
C -3.2820 -36.3985 -8.8227
O -3.3889 -35.4596 -9.7748
C -3.5469 -35.9506 -11.1091
C -3.5906 -34.8041 -12.0496
N -2.4677 -33.8964 -11.8435
C -2.8314 -32.6631 -12.5507
C -1.8244 -31.5298 -12.2378
O -1.6062 -31.2756 -10.8184
C -2.7164 -30.7807 -10.0088
H -2.6336 -37.2404 -9.1017
H -4.2614 -36.9433 -8.6667
H -2.9286 -35.9649 -7.9311
H -4.3277 -36.6787 -11.1109
H -2.5490 -36.5664 -11.2088
H -4.5614 -34.2109 -11.9751
H -3.5638 -35.1996 -13.0467
H -2.4217 -33.6261 -10.8928
H -3.8379 -32.2675 -12.2364
H -2.8383 -32.8866 -13.5860
H -2.1639 -30.5479 -12.6746
H -0.8629 -31.7856 -12.6270
H -2.6518 -29.6861 -9.8031
H -2.6427 -31.3137 -9.0451
H -3.6339 -30.8435 -10.5967
C -0.9107 -38.5694 -6.7343
O -0.6896 -39.4481 -5.6025
C -1.0793 -40.8007 -5.9638
C -0.8410 -41.6114 -4.7802
N -1.9452 -41.4705 -3.8307
C -1.8877 -42.2583 -2.5828
C -1.2668 -41.6566 -1.3715
O -2.1916 -40.9009 -0.6795
C -1.8915 -40.6895 0.7329
H -0.8196 -37.5642 -6.3592
H -1.8266 -38.8213 -7.2198
H -0.1596 -38.6725 -7.5323
H -0.4855 -41.1649 -6.7370
H -2.1522 -40.8300 -6.2879
H 0.1729 -41.2889 -4.3531
H -0.7426 -42.6899 -5.0025
H -2.1482 -40.5517 -3.6936
H -1.3616 -43.1822 -2.9026
H -2.8824 -42.6277 -2.3106
H -0.4480 -41.0174 -1.7139
H -0.8896 -42.4973 -0.7245
H -0.8130 -40.5487 0.8380
H -2.2139 -41.5474 1.3230
H -2.3787 -39.8229 1.0317
C 3.5746 -45.4256 -3.2703
O 4.0622 -44.0961 -3.5741
C 4.5518 -43.9944 -4.9248
C 4.9735 -42.5142 -4.9789
N 5.8789 -42.2455 -3.8750
C 6.4033 -40.9035 -3.8172
C 5.4906 -39.7501 -3.4377
O 4.7460 -39.3697 -4.6343
C 3.5334 -38.7041 -4.3541
H 4.4921 -46.0748 -3.1873
H 2.8995 -45.8576 -3.9794
H 3.1348 -45.2894 -2.3080
H 3.7999 -44.2721 -5.5976
H 5.4309 -44.6248 -4.9914
H 4.1131 -41.8774 -5.0416
H 5.4603 -42.3007 -5.9604
H 5.4580 -42.6030 -3.0275
H 6.8649 -40.7128 -4.8316
H 7.2971 -40.9240 -3.1922
H 6.0172 -38.8441 -3.1052
H 4.8360 -40.0630 -2.6317
H 2.7632 -39.4722 -4.0932
H 3.1322 -38.0564 -5.1375
H 3.6530 -38.0898 -3.4878
C 10.2812 -37.3931 -10.7632
O 9.0936 -37.2968 -10.0117
C 8.7791 -38.3662 -9.1790
C 9.3476 -38.0544 -7.8396
N 9.1954 -36.7602 -7.3173
C 7.7671 -36.3661 -7.4008
C 7.7309 -34.9073 -7.0199
O 6.3400 -34.4681 -7.0829
C 6.3824 -33.0919 -6.6383
H 10.3099 -36.5040 -11.4150
H 10.3197 -38.2528 -11.5136
H 11.1703 -37.3544 -10.1412
H 9.0947 -39.2970 -9.5612
H 7.7186 -38.3933 -9.1345
H 10.4025 -38.2099 -7.6470
H 8.8932 -38.7278 -7.0599
H 9.6294 -36.0580 -7.9272
H 7.1155 -37.0283 -6.6764
H 7.2927 -36.4705 -8.3770
H 8.2323 -34.3509 -7.8685
H 8.2684 -34.6608 -6.0677
H 5.3551 -32.7544 -6.4130
H 6.8052 -32.5503 -7.4698
H 7.0500 -33.0447 -5.7608
C -2.7695 -33.3768 -6.8247
O -2.9990 -34.1819 -5.7629
C -4.3711 -34.0282 -5.3823
C -4.6180 -34.9197 -4.1651
N -4.8944 -36.3689 -4.4448
C -3.7808 -37.2100 -4.8757
C -4.1939 -38.6317 -4.6480
O -5.0033 -38.9339 -5.8537
C -5.6467 -40.1830 -5.6427
H -1.8736 -33.6709 -7.3686
H -2.6747 -32.3348 -6.6376
H -3.6049 -33.5152 -7.5659
H -5.1111 -34.3013 -6.1448
H -4.5171 -32.9842 -5.1198
H -5.4180 -34.5121 -3.4800
H -3.7271 -34.8673 -3.4094
H -5.5592 -36.3993 -5.2042
H -2.9376 -36.8983 -4.3317
H -3.4539 -37.1089 -5.9220
H -4.8234 -38.7495 -3.7791
H -3.3044 -39.3329 -4.7041
H -6.3799 -40.2693 -6.4417
H -6.2319 -40.2757 -4.6702
H -4.9733 -41.0479 -5.7543
C 10.3261 -43.3778 -5.0858
O 9.7007 -42.7292 -6.2211
C 8.5427 -43.5143 -6.6300
C 7.9138 -42.8289 -7.8361
N 7.5187 -41.4842 -7.4824
C 6.5179 -40.8128 -8.4074
C 5.8289 -39.7658 -7.6445
O 5.6238 -38.6820 -8.5257
C 4.7005 -37.6722 -8.0257
H 10.6495 -44.3569 -5.3669
H 9.5637 -43.4277 -4.3076
H 11.1017 -42.7515 -4.6643
H 7.7964 -43.6708 -5.7561
H 8.9305 -44.5389 -6.8620
H 7.0779 -43.4259 -8.2306
H 8.6819 -42.8465 -8.7091
H 8.1810 -40.9136 -6.9418
H 5.7253 -41.5621 -8.6376
H 6.9773 -40.5433 -9.3697
H 6.4209 -39.4906 -6.8539
H 4.8158 -40.1394 -7.2946
H 3.6834 -38.0322 -8.1544
H 4.8562 -36.7600 -8.5279
H 4.8916 -37.5866 -6.9550

The HOMO-LUMO gap is 8.85 eV. For the LUMO energy, the calculation gives 0.0219 hartree. As for the HOMO energy: -8.254 eV. Its relative energy (zero: lowest compared OMol25 entry of this formula, charge and spin) is 53.1 kcal per mole. The value obtained for the maximum force is 4.2 eV Å⁻¹.